# C6H16N2

A molecular structure, C6H16N2 at a distorted geometry (ωB97M-V/def2-TZVPD, OMol25).

ORCA input file:
```
! wB97M-V def2-TZVPD RIJCOSX def2/J DEFGRID3
* xyz -1 2
N 1.7260 1.0877 1.0179
C 1.2097 2.2095 0.4417
C 1.1747 2.3443 -1.0503
C 0.8506 3.2810 1.2516
N 0.7325 -1.3740 -0.0545
C -0.0908 -1.9544 -0.9312
C -0.8690 -3.1756 -0.6370
C -1.8402 -2.8906 0.6013
H 1.4690 0.1037 0.5619
H 1.9289 1.2350 1.9667
H -1.8435 1.4782 -0.7502
H 2.1504 2.2276 -1.6242
H 0.7842 3.3618 -1.2035
H 0.5735 1.5301 -1.5199
H 0.8126 4.3049 0.9410
H 1.2034 3.3421 2.2997
H -1.5665 1.3394 -0.1284
H -0.0689 -1.7889 -2.0635
H -0.4291 -1.1668 0.0323
H -1.3665 -3.3466 -1.5330
H -0.0910 -3.9549 -0.4773
H -1.4074 -2.1821 1.2844
H -2.8608 -2.3130 0.2784
H -2.1820 -3.6984 1.2962
*
```

As for the expectation value of S²: 0.755. For the HOMO-LUMO gap (alpha / beta), the calculation gives 4.48 / 6.67 eV. The total energy is -9455.5036 eV. The calculation puts the max |F| at 4.0 eV/A. The calculation puts the relative energy (zero: lowest compared OMol25 entry of this formula, charge and spin) at 109.9 kcal/mol. The value obtained for the HOMO energy (alpha / beta) is -0.5 / -2.7 eV.

# C31H47NO4P2Sn

A molecular structure, C31H47NO4P2Sn at a distorted geometry (ωB97M-V/def2-TZVPD, OMol25).

ORCA input file:
```
! wB97M-V def2-TZVPD RIJCOSX def2/J DEFGRID3
* xyz 2 1
Sn -2.1336 -0.5351 1.6945
C 1.2817 0.7662 3.3796
C 2.3519 1.2954 2.6120
C 0.6071 2.7814 2.4956
C 0.2302 1.7262 3.3660
C 1.9342 2.5379 2.0647
C 1.3049 -0.4885 4.1593
H 2.2136 -1.0759 3.9614
H 0.4413 -1.1186 3.9021
H 1.2619 -0.2854 5.2436
C -0.9570 1.6990 4.2493
H -1.6182 0.8300 4.1019
H -1.5713 2.6078 4.1543
H -0.6292 1.6476 5.3015
C -0.1951 3.9924 2.2439
H -0.3081 4.5916 3.1577
H -1.2016 3.7473 1.8826
H 0.3141 4.6121 1.5037
C 2.7752 3.4521 1.2652
H 3.3292 4.1426 1.9205
H 2.1668 4.0492 0.5764
H 3.5098 2.8873 0.6815
C 3.7140 0.7356 2.5187
H 4.4118 1.2241 3.2212
H 4.1352 0.8595 1.5124
H 3.7230 -0.3364 2.7418
C -0.6441 -2.1399 0.1109
C 0.4475 -2.1732 0.9251
C 1.8596 -2.2194 0.4879
C 2.2591 -1.4700 -0.8140
C 1.9150 -0.0260 -0.7536
C 0.6932 0.4604 -0.9838
C -0.3550 -0.2852 -1.7443
C -0.6511 -1.7498 -1.3500
H 2.1665 -3.2725 0.3614
H 1.8155 -1.9591 -1.6881
H 2.4569 -1.8015 1.3126
H 0.0294 -2.4139 -1.9051
H -1.5361 -2.7416 0.3754
H 0.3281 -2.3543 1.9987
H -1.6534 -1.9655 -1.7556
H -1.2833 0.3034 -1.7005
H 0.4233 1.4689 -0.6635
H -0.0617 -0.3591 -2.8097
H 3.3512 -1.5533 -0.9115
H 2.7405 0.6401 -0.4959
P -0.8363 -0.2549 -6.0106
P -0.5609 2.3454 -7.3934
C -0.8702 -0.3841 -7.8793
C -1.2453 0.9760 -8.4695
H -1.6007 -1.1547 -8.1589
H 0.1252 -0.7108 -8.2168
H -0.8599 1.1047 -9.4896
H -2.3372 1.1119 -8.4900
C -1.3375 3.7428 -8.3042
H -0.9053 4.6813 -7.9346
H -2.4155 3.7434 -8.0990
H -1.1616 3.6466 -9.3848
C 1.1077 2.4478 -8.1717
H 1.0177 2.4356 -9.2650
H 1.7367 1.6154 -7.8380
H 1.5741 3.3869 -7.8501
C -2.3155 -1.2818 -5.6457
H -2.3556 -1.4832 -4.5680
H -2.2739 -2.2242 -6.2065
H -3.2160 -0.7235 -5.9298
C 0.5075 -1.4657 -5.6868
H 1.4634 -1.0213 -5.9919
H 0.3360 -2.3907 -6.2526
H 0.5525 -1.6824 -4.6110
O -2.6987 -3.5312 3.7881
C -2.2599 -2.4842 4.2215
O -1.9483 -1.4084 3.4989
C -2.0666 -2.3145 5.7166
C -1.3248 -1.2896 6.3468
C -1.1156 -1.2757 7.7262
C -1.6644 -2.2844 8.5463
C -2.4211 -3.3044 7.9270
C -2.6164 -3.3068 6.5460
N -1.3977 -2.2737 9.9557
O -0.6692 -1.3671 10.4270
O -1.8789 -3.1866 10.6666
H -0.8939 -0.4877 5.7524
H -0.5232 -0.4876 8.1867
H -2.8439 -4.0892 8.5443
H -3.1990 -4.1035 6.0898
*
```

For the HOMO-LUMO gap (alpha / beta), the calculation gives 4.95 / 3.29 eV. The total energy is -66977.3493 eV. The calculation puts the max |F| at 3.8 eV/A. The calculation puts the relative energy (zero: lowest compared OMol25 entry of this formula, charge and spin) at 0.0 kcal/mol. The value obtained for the HOMO energy (alpha / beta) is -11.7 / -11.8 eV.

# C8H16NS

A gas-phase ion, C8H16NS (charge +1) at a distorted geometry (ωB97M-V/def2-TZVPD, OMol25).

ORCA input file:
```
! wB97M-V def2-TZVPD RIJCOSX def2/J DEFGRID3
* xyz 1 1
C 1.5200 -1.6734 0.2032
C 1.0579 -0.2533 0.1815
C -0.2638 -0.1776 -0.5121
C -0.1776 -0.5186 -2.0144
N -0.8481 1.2414 -0.2326
C -2.2411 1.0767 0.0519
C -2.3796 -0.1495 0.8719
S -1.3699 -1.5067 0.1896
C 2.2159 0.7214 0.1195
C 1.3785 0.3959 1.3814
H 0.9638 -2.2523 0.9008
H 2.5880 -1.7656 0.4828
H 1.5028 -2.1362 -0.7206
H -1.2185 -0.4941 -2.4502
H 0.3421 -1.5066 -1.8768
H 0.6130 0.1840 -2.4040
H -0.5925 1.8584 -1.0156
H -0.4113 1.5207 0.6954
H -2.7461 0.9581 -0.9070
H -2.5307 2.0322 0.4735
H -1.9224 -0.0552 1.8551
H -3.4380 -0.5361 1.1941
H 2.1666 1.7197 -0.3141
H 3.1609 0.2727 -0.0210
H 1.7963 -0.2383 2.1292
H 0.8337 1.2824 1.7384
*
```

For the HOMO-LUMO gap, the calculation gives 9.71 eV. The total energy is -20872.1908 eV. Its SMILES is CC1([C@]2(C)[NH2+]CCS2)CC1. The calculation puts the max |F| at 3.9 eV/A. The calculation puts the relative energy (zero: lowest compared OMol25 entry of this formula, charge and spin) at 46.2 kcal/mol. The value obtained for the HOMO energy is -12.9 eV.

# C34H90FN6O5

7 unconnected molecules or ions with the total composition C34H90FN6O5 at a distorted geometry (ωB97M-V/def2-TZVPD, OMol25).

ORCA input file:
```
! wB97M-V def2-TZVPD RIJCOSX def2/J DEFGRID3
* xyz 5 1
F 1.7177 -1.5903 -1.3337
C 1.1468 8.4075 4.6292
C -0.3123 8.3857 5.1153
C -1.2007 7.4333 4.3034
C -2.5258 7.1781 5.0193
N -3.3131 5.8951 4.6094
C -2.3011 4.6412 4.5999
C -1.8564 4.2933 3.1893
C -2.8047 4.9704 2.3109
C -3.7667 5.9021 3.1197
C -4.4275 5.6573 5.6544
H 1.5388 7.5078 4.1549
H 1.8121 8.6714 5.4513
H 1.2013 9.1452 3.8286
H -0.8699 9.3029 4.9259
H -0.5478 8.2645 6.1727
H -0.6425 6.4998 4.2312
H -1.3045 7.8971 3.3225
H -3.1998 8.0115 4.8211
H -2.3513 6.9563 6.0721
H -3.0831 3.9503 4.9149
H -1.4065 4.6397 5.2227
H -1.7909 3.2176 3.0261
H -0.8251 4.6251 3.0692
H -3.4116 4.1388 1.9530
H -2.4820 5.5678 1.4582
H -4.7750 5.4963 3.2016
H -3.8325 6.9459 2.8125
H -5.0943 4.8215 5.4426
H -4.9036 6.6354 5.5857
H -3.9904 5.4390 6.6288
C 4.9529 8.8871 -3.9616
N 3.7585 7.9430 -3.7303
C 2.6956 8.7564 -3.0024
C 3.1458 7.5804 -5.1005
C 4.1789 6.7223 -2.8908
C 3.1808 5.6014 -2.6430
O 3.2308 4.6683 -3.6506
H 5.7405 8.4754 -4.5927
H 5.3313 9.0564 -2.9535
H 4.5766 9.8561 -4.2897
H 2.9588 8.7090 -1.9457
H 1.7824 8.1632 -2.9549
H 2.5689 9.7703 -3.3819
H 3.8906 6.8921 -5.5000
H 3.0265 8.5125 -5.6528
H 2.1810 7.0757 -5.0509
H 4.3423 7.1490 -1.9012
H 5.1749 6.4904 -3.2679
H 2.1525 5.8369 -2.3687
H 3.4976 4.9272 -1.8473
H 2.9336 3.8468 -3.2525
C 6.1897 -1.5146 7.9441
N 6.9382 -0.5409 6.9943
C 7.5774 0.5852 7.8567
C 7.9914 -1.2377 6.2340
C 5.9440 0.2283 6.0668
C 5.1119 -0.7129 5.1982
O 5.8116 -1.2481 4.0586
H 5.3416 -0.8789 8.1984
H 6.7580 -1.8252 8.8209
H 5.7733 -2.3248 7.3457
H 6.9135 1.1640 8.4987
H 8.0060 1.2147 7.0768
H 8.4125 0.1635 8.4161
H 8.7328 -1.4727 6.9977
H 8.2675 -0.6221 5.3779
H 7.5970 -2.1652 5.8190
H 6.5351 0.8426 5.3877
H 5.1888 0.8199 6.5842
H 4.2774 -0.1581 4.7695
H 4.6160 -1.5651 5.6629
H 5.2022 -1.3944 3.3314
C -4.0771 0.1699 -5.5896
N -4.9530 -0.7949 -6.3540
C -4.2570 -2.1533 -6.4405
C -6.2597 -0.9803 -5.5597
C -5.2740 -0.3021 -7.8062
C -6.0197 1.0993 -7.9858
O -5.0094 1.9847 -8.4293
H -3.9017 -0.2605 -4.6036
H -4.5346 1.1589 -5.5654
H -3.1203 0.0951 -6.1065
H -4.2102 -2.6412 -5.4670
H -3.2710 -1.9717 -6.8682
H -4.9573 -2.7281 -7.0466
H -6.7371 -0.0303 -5.3195
H -5.9289 -1.5262 -4.6761
H -6.9128 -1.6193 -6.1540
H -5.8516 -1.1568 -8.1579
H -4.2768 -0.2564 -8.2440
H -6.4273 1.4864 -7.0519
H -6.8785 0.9754 -8.6456
H -4.9657 2.6009 -7.6945
C 1.8378 -10.6632 -7.4350
N 1.9886 -9.2124 -6.9121
C 3.4052 -8.6955 -7.2379
C 1.0058 -8.3524 -7.6971
C 1.6088 -9.3122 -5.4230
C 2.2235 -8.1593 -4.6017
O 1.6661 -7.0133 -5.1115
H 1.0227 -11.0414 -6.8180
H 2.8210 -11.0920 -7.2407
H 1.4627 -10.7400 -8.4555
H 4.0664 -9.2700 -6.5891
H 3.4561 -7.6084 -7.2993
H 3.4790 -9.0617 -8.2618
H 1.2796 -8.4193 -8.7500
H 1.0578 -7.3102 -7.3822
H -0.0108 -8.7029 -7.5184
H 1.9852 -10.2192 -4.9499
H 0.5364 -9.4526 -5.2874
H 3.2968 -8.2035 -4.7869
H 2.1947 -8.2837 -3.5192
H 1.6472 -6.2281 -4.5596
C -4.2961 -5.5678 5.3974
N -4.4627 -6.8000 4.5023
C -4.4562 -8.1776 5.2722
C -5.8038 -6.7874 3.7920
C -3.2925 -6.9307 3.4466
C -3.2641 -5.7302 2.5802
O -2.3701 -4.8483 3.1988
H -3.2537 -5.6397 5.7078
H -4.9503 -5.7325 6.2536
H -4.5530 -4.6657 4.8422
H -5.3093 -8.1390 5.9496
H -3.4473 -8.3280 5.6563
H -4.7070 -8.9792 4.5776
H -5.9515 -5.7926 3.3718
H -6.6078 -6.9712 4.5046
H -5.8252 -7.5219 2.9869
H -3.3477 -7.8579 2.8762
H -2.3280 -7.0577 3.9383
H -4.1319 -5.1168 2.3380
H -3.0023 -6.1632 1.6148
H -1.7303 -4.4859 2.5817
*
```

For the HOMO-LUMO gap, the calculation gives 5.18 eV. The total energy is -58561.2799 eV. The calculation puts the max |F| at 3.3 eV/A. The value obtained for the HOMO energy is -12.2 eV.